(1)
52
Properties=species:S:1:pos:R:3 method="wB97M-V/def2-TZVPD" smiles="CCCNC(=O)[C@H](c1n[nH]cc1C)N1CC[C@@H](C(F)(F)F)C[C@H]1C(=O)OC" total_charge=0 lumo_ev=0.7 e_above_lowest_kj_mol=42.9 e_homo_ev=-8.70
C -2.25677 3.20837 -1.34470
C -3.26147 2.52310 -0.42401
C -3.40279 1.02864 -0.69452
N -2.17498 0.30853 -0.44516
C -1.34883 -0.15930 -1.40329
O -1.56512 0.00065 -2.59148
C -0.04841 -0.87594 -0.97230
C -0.06937 -2.33108 -1.32833
N -1.14122 -3.07803 -1.11911
N -0.79009 -4.28980 -1.53857
C 0.48481 -4.34281 -2.00243
C 0.99257 -3.07123 -1.88844
C 2.37929 -2.59791 -2.19783
N 0.46756 -0.66335 0.38211
C -0.13178 -1.47482 1.44444
C 0.56224 -1.26559 2.77749
C 0.59364 0.21527 3.13193
C 1.15115 0.46927 4.51740
F 2.41134 0.01222 4.64351
F 1.16706 1.78750 4.80314
F 0.40324 -0.13914 5.45899
C 1.41584 0.90387 2.04693
C 0.76761 0.72680 0.67894
C 1.71888 1.28870 -0.36870
O 2.81129 0.85255 -0.58568
O 1.19403 2.33728 -0.98650
C 1.98503 2.94324 -1.99730
H -2.21770 4.28062 -1.14943
H -1.25101 2.80709 -1.20605
H -2.52456 3.06446 -2.39246
H -2.97610 2.68213 0.62110
H -4.24220 2.99150 -0.54411
H -4.19746 0.60158 -0.08001
H -3.69246 0.87040 -1.73229
H -1.90275 0.12994 0.50272
H 0.68185 -0.43046 -1.65421
H -1.43556 -5.05504 -1.49508
H 0.91818 -5.25905 -2.36503
H 3.10135 -3.41215 -2.15091
H 2.44206 -2.14219 -3.18768
H 2.70540 -1.84824 -1.47391
H -1.20917 -1.29208 1.56079
H -0.04175 -2.52407 1.17103
H 0.02761 -1.83522 3.54420
H 1.56751 -1.69042 2.75997
H -0.42726 0.60952 3.11691
H 1.52101 1.97145 2.26131
H 2.43155 0.50345 2.04308
H -0.14392 1.33825 0.64397
H 1.42709 3.78483 -2.39571
H 2.93256 3.29917 -1.59266
H 2.19099 2.23755 -2.80205

***

(2)
126
Properties=species:S:1:pos:R:3 method="wB97M-V/def2-TZVPD" total_charge=+1 lumo_ev=-2.4 e_homo_ev=-10.21
Zr 0.23502 -0.81823 -0.02378
C -3.81174 -2.64911 2.55206
Sb -2.14731 -1.35036 2.21435
C -1.24718 -2.45703 0.48867
C -1.86058 -2.33281 -0.83550
C -2.52872 -3.33854 -1.55545
C -2.99179 -3.06637 -2.82107
C -2.79624 -1.80023 -3.37517
C -2.10300 -0.86417 -2.64332
N -1.62857 -1.12768 -1.41547
Si -0.66352 -4.17241 1.12208
C -1.95747 -5.37262 1.80647
C 0.09813 -5.12337 -0.30936
C 0.46766 -3.91164 2.59860
C -3.31450 0.43705 1.60460
C -2.48640 1.42938 0.84609
C -3.02300 2.71083 0.62436
C -2.28476 3.72333 0.06500
C -0.96366 3.46372 -0.27426
C -0.49453 2.19302 -0.05216
N -1.21789 1.17746 0.46510
Si -5.04134 0.09607 0.80417
C -4.95360 -1.20267 -0.54385
C -6.34741 -0.38607 2.06842
C -5.79985 1.57331 -0.08949
Si -3.50612 1.28892 3.36330
C -4.77446 2.67687 3.40762
C -1.84734 2.01593 3.84872
C -4.02135 0.06315 4.68917
H -3.43733 -3.64862 2.72863
H -4.48191 -2.67215 1.69895
H -4.34618 -2.31267 3.43608
H -2.69941 -4.30026 -1.09214
H -3.52406 -3.82746 -3.37699
H -3.16803 -1.54803 -4.35761
H -1.91566 0.12813 -3.03184
H -2.83863 -5.53856 1.18592
H -2.27979 -5.13942 2.81864
H -1.43027 -6.32891 1.87236
H -0.52184 -5.08369 -1.20595
H 0.16676 -6.17291 -0.01699
H 1.09458 -4.78635 -0.57790
H -0.13873 -3.74585 3.49380
H 1.17803 -3.09223 2.50122
H 1.04248 -4.82362 2.77228
H -4.03391 2.90458 0.92845
H -2.72351 4.70141 -0.08153
H -0.30970 4.21676 -0.69029
H 0.53301 1.97028 -0.29201
H -4.54401 -2.16561 -0.25322
H -4.36473 -0.82583 -1.38168
H -5.96556 -1.37440 -0.91788
H -6.15410 -1.29377 2.63115
H -7.26922 -0.54694 1.50319
H -6.55505 0.41525 2.77772
H -5.21463 1.90364 -0.94763
H -6.02545 2.43793 0.53335
H -6.75508 1.20631 -0.47538
H -4.41636 3.59606 2.94688
H -4.94893 2.90344 4.46218
H -5.74106 2.42564 2.97281
H -1.45974 2.72372 3.11417
H -1.08536 1.25175 4.00329
H -1.96623 2.55686 4.79013
H -4.99523 -0.38826 4.50679
H -4.10076 0.63655 5.61640
H -3.29859 -0.72987 4.88063
C 2.90241 4.08931 -1.81456
C 4.21438 3.45534 -2.17563
C 5.39819 4.18373 -2.09928
C 6.61770 3.61903 -2.43426
C 6.68166 2.29977 -2.85745
C 5.52096 1.54907 -2.92358
C 4.30147 2.12098 -2.58183
N 3.11523 1.32490 -2.65437
C 2.43097 0.86324 -1.57017
N 2.97070 1.20237 -0.38798
C 2.60950 1.06165 0.98729
C 1.51058 0.32185 1.42019
C 1.33542 0.22967 2.80841
C 2.19009 0.84470 3.70554
C 3.25977 1.58744 3.22746
C 3.49465 1.70835 1.86857
C 4.69599 2.47324 1.38363
N 1.28909 0.19669 -1.74530
C 0.72216 0.32278 -3.06239
C 0.14111 1.53893 -3.42114
C -0.44163 1.70565 -4.66294
C -0.43576 0.64876 -5.56725
C 0.14055 -0.55516 -5.21076
C 0.72396 -0.75125 -3.95686
C 1.28507 -2.08924 -3.59007
H 2.95513 5.16994 -1.93618
H 2.63531 3.88342 -0.77381
H 2.09815 3.71214 -2.44491
H 5.35488 5.21886 -1.78407
H 7.51827 4.21426 -2.37697
H 7.62979 1.85577 -3.12826
H 5.54488 0.51403 -3.23415
H 2.86914 0.91236 -3.54063
H 3.90334 1.57757 -0.49875
H 0.51024 -0.35483 3.20461
H 2.02989 0.74282 4.77114
H 3.93684 2.07217 3.91951
H 5.26048 2.86109 2.22903
H 4.42024 3.32361 0.75481
H 5.38355 1.84066 0.81061
H 0.14021 2.34992 -2.70480
H -0.89470 2.65149 -4.92587
H -0.87634 0.76574 -6.54782
H 0.14054 -1.37911 -5.91402
H 1.33364 -2.73560 -4.46505
H 0.65631 -2.58882 -2.84564
H 2.27329 -2.01898 -3.14008
S 2.13014 -2.50355 -0.07821
C 3.75563 -1.82396 0.13694
C 4.61564 -1.70969 -0.95121
C 5.91816 -1.26983 -0.76723
C 6.37276 -0.93749 0.50114
C 5.51970 -1.06458 1.58898
C 4.21995 -1.50924 1.41124
H 4.26730 -1.99127 -1.93795
H 6.59055 -1.20552 -1.61252
H 7.39303 -0.60685 0.64410
H 5.86873 -0.82106 2.58413
H 3.55684 -1.60591 2.26077